110
Properties=species:S:1:pos:R:3 method="wB97M-V/def2-TZVPD" homo_energy_ev="-8.436 / -9.015" total_charge=+1 largest_force_ha_per_bohr=0.0243 orbital_gap_ev="5.7445 / 6.4640" e_above_lowest_kj_mol=25.15 e_tot_ev=-88647.8529
C -6.69 1.23 1.24
C -1.62 3.72 -1.56
C 1.44 -2.55 -0.14
H -4.68 1.42 -1.48
N 0.80 -1.62 3.00
B 0.48 2.49 -1.83
C 7.48 2.44 -1.65
H -6.68 0.90 2.27
H 7.48 0.29 -3.31
C 1.78 -2.23 3.89
N -0.61 -3.54 0.02
C 3.54 3.25 -0.24
C 6.35 1.98 -2.57
H -4.48 0.69 3.10
H -0.03 -4.15 5.48
H 2.72 -1.71 3.74
C -3.95 -2.41 -0.66
H 6.52 -0.08 -1.87
C 1.94 -3.73 3.64
H 7.46 2.57 -4.33
H 3.43 3.79 0.69
N -3.41 3.45 -3.14
C -6.72 2.07 -1.42
O -3.25 0.58 0.33
C 6.52 0.48 -2.81
C -4.29 -0.08 2.35
C 4.80 2.93 -0.76
H 4.16 -0.51 -0.09
H -4.43 -1.50 -1.00
C -4.04 -4.68 0.04
H -4.60 -5.58 0.25
H 1.13 -1.23 2.13
C -4.29 0.54 0.99
H 8.44 2.21 -2.11
H 7.45 3.52 -1.48
N -0.54 1.31 1.58
O 1.36 1.92 -2.72
C -0.28 -1.43 -2.99
C -7.85 2.20 -0.62
H -1.22 3.31 3.88
H -5.78 -3.51 -0.57
H -5.10 -0.81 2.43
O 1.10 3.07 -0.74
H -8.72 1.88 1.31
H 5.31 -2.71 -0.04
C 4.97 2.26 -1.97
C -0.45 -4.02 4.48
Ca -1.25 -0.56 0.04
C 2.20 -1.38 -0.13
N -1.35 -0.12 -4.41
N 0.05 -2.40 -0.12
C -4.71 -3.53 -0.42
H -2.08 -2.57 4.27
H -3.33 -0.56 2.55
H 2.57 -3.89 2.76
H 2.46 -4.16 4.50
H 6.33 3.80 -3.76
N -2.62 -2.35 -0.50
C 3.83 1.86 -2.69
H 1.48 -2.05 4.92
H -0.32 5.50 3.12
H -3.27 5.01 -1.75
C -5.57 1.52 -0.88
H -6.73 2.40 -2.44
C 0.59 -4.43 3.44
H -0.71 -1.98 -4.98
H 0.74 -5.51 3.48
H 3.91 1.34 -3.64
N -0.54 -0.32 -2.32
C -1.00 -2.57 4.34
C -0.52 -1.83 3.11
C 3.48 -3.83 -0.11
C -1.97 -3.47 -0.10
C 6.47 2.73 -3.90
C 3.59 -1.43 -0.09
C 2.60 2.18 -2.17
H 7.45 1.94 -0.68
C -1.67 1.81 -2.95
H -2.12 -5.52 0.52
H -3.34 1.68 -4.22
C -1.14 3.53 2.82
H -8.76 2.62 -1.04
C 2.45 2.86 -0.98
C -2.68 -4.65 0.19
H -1.11 4.28 -0.79
H 3.98 -4.79 -0.11
H -1.30 -4.70 4.41
H 0.21 -4.22 2.43
N -0.95 2.58 -2.03
H 0.23 -2.30 -2.61
H -0.07 4.87 1.49
C -2.83 2.29 -3.48
H -2.13 3.85 2.48
C 4.23 -2.66 -0.07
H 5.73 2.38 -4.62
C -0.82 2.28 2.13
N -0.76 -1.32 -4.23
H 1.50 -4.69 -0.15
C 2.09 -3.78 -0.14
C -7.84 1.78 0.70
C -2.79 4.11 -2.12
C -1.18 0.46 -3.25
C -0.09 4.61 2.54
H 1.71 -0.41 -0.17
C -5.54 1.10 0.45
H -0.73 -1.97 5.21
H 5.67 3.24 -0.20
H 5.73 0.07 -3.44
O -1.32 -1.44 2.26
H 0.90 4.26 2.82

=====

55
Properties=species:S:1:pos:R:3 method="wB97M-V/def2-TZVPD" homo_energy_ev=-5.664 total_charge=-1 largest_force_ha_per_bohr=0.0399 orbital_gap_ev=7.6924 e_above_lowest_kj_mol=0.00 e_tot_ev=-65723.5091
H 0.73 -6.93 -3.13
H 1.44 -7.41 -1.59
H -3.50 -0.02 -1.09
H 1.90 -4.98 -2.28
C 2.17 2.21 -0.10
H 0.40 -5.57 0.33
H 1.68 -1.11 -0.92
C 1.64 -0.05 -1.13
O -0.08 -4.46 -2.17
H -0.40 1.68 2.24
C 1.00 -5.31 -1.75
O -1.90 5.20 -2.22
C 0.71 -6.76 -2.06
C 1.09 -4.98 -0.28
C 0.55 4.38 -1.89
O -2.84 0.60 -3.58
C -0.49 0.84 2.94
H 2.10 0.39 0.89
S -2.74 2.21 -0.70
C 2.42 0.73 -0.08
C 1.16 3.00 -2.04
H -1.46 0.37 2.80
C -2.56 0.49 -1.20
O 2.41 2.88 -1.28
H 3.48 0.52 -0.17
H -1.95 2.50 4.61
O 0.54 -0.14 2.70
O -1.14 4.84 0.04
H -0.29 -7.03 -1.70
O 0.31 0.01 4.91
H 1.42 2.78 -3.06
O 0.67 -3.61 -0.25
H 1.96 0.15 -2.14
O -2.57 2.21 0.73
N -1.49 2.80 -1.50
C -0.23 1.24 4.37
C -0.14 -3.40 -1.32
O 1.80 2.82 0.89
H -2.15 0.85 5.24
O -3.99 2.71 -1.19
O 1.54 -1.65 4.03
C -2.08 0.45 -2.63
H 0.49 2.23 -1.70
H 0.55 2.00 4.43
H 0.58 4.93 -2.82
H 1.13 4.93 -1.18
H -1.80 0.10 -0.54
C 0.86 -0.69 3.89
S -1.16 4.35 -1.32
H -1.01 0.29 -2.82
H 0.60 0.24 -1.05
H 2.10 -5.07 0.12
O -0.81 -2.44 -1.48
C -1.45 1.68 5.13
H -1.18 2.02 6.13

=====

36
Properties=species:S:1:pos:R:3 method="wB97M-V/def2-TZVPD" homo_energy_ev=-11.626 total_charge=+1 largest_force_ha_per_bohr=0.0950 orbital_gap_ev=5.4155 e_tot_ev=-30433.1850
H -2.23 2.19 1.47
C 1.67 1.25 2.54
C -3.88 -0.63 2.53
C -1.87 0.10 -0.17
H -4.68 -0.95 1.84
C 2.36 0.03 2.70
H -4.37 1.55 3.01
C 1.68 -1.19 2.63
H -0.26 2.16 2.15
H -2.79 -1.26 -1.28
C -2.47 1.03 -3.05
H -4.42 1.11 -2.16
H -1.98 -1.23 3.12
H -0.08 1.28 -0.61
H -4.15 -0.98 3.54
H -4.04 -0.46 -0.35
C -3.59 0.39 -2.31
H 2.19 -2.13 2.86
C 0.31 1.22 2.20
C -3.68 0.89 2.48
C -2.50 -1.13 2.16
C -1.78 0.04 1.31
H -0.20 -2.13 2.29
C 0.32 -1.19 2.27
H -2.49 -2.14 1.73
H -1.36 -0.87 -0.15
H -2.63 1.26 -4.11
C -1.28 1.32 -2.41
C -3.16 -0.28 -0.97
H -0.46 1.78 -3.01
Cl 4.04 0.06 3.01
C -1.05 1.01 -1.04
C -0.33 0.01 1.93
H 2.18 2.21 2.70
H -4.03 -0.41 -2.95
C -2.57 1.23 1.80

=====

46
Properties=species:S:1:pos:R:3 method="wB97M-V/def2-TZVPD" homo_energy_ev=-5.834 largest_force_ha_per_bohr=0.0995 orbital_gap_ev=3.8964 e_tot_ev=-115529.4426
O 3.98 2.75 4.01
H 3.59 0.81 0.07
H 6.42 2.08 0.67
H 1.66 3.75 5.71
F -3.68 -1.10 -3.01
H -5.30 -3.83 -1.56
H -5.78 -1.83 -2.90
H -1.43 -1.12 0.06
C -0.15 1.33 1.39
O 2.25 1.38 5.31
O -2.81 -3.43 -1.69
H 6.01 2.40 2.48
C 0.19 1.84 2.70
C 2.11 1.38 1.53
C -5.43 -3.95 -2.64
H 4.25 3.08 -0.08
C 5.84 2.69 1.42
H -6.12 -2.79 -4.34
N 1.06 1.03 0.70
C 0.05 0.06 -1.15
O 1.61 3.77 4.72
H -0.76 0.84 -1.22
H -7.23 -2.80 -2.95
H 6.23 3.75 1.32
H -0.76 -2.01 -1.37
O 1.28 0.54 -0.52
P 2.39 2.37 4.21
F -1.73 -1.62 -3.83
H -0.47 2.18 3.53
C -0.48 -1.32 -0.52
H -1.18 1.15 0.97
C -3.01 -2.07 -3.67
N 1.61 1.84 2.74
C -6.18 -2.77 -3.25
O -4.22 -4.26 -3.30
H 0.28 -1.80 0.15
C -3.03 -3.49 -2.98
Br 4.55 -0.06 2.25
H -2.28 -4.03 -3.59
H -6.06 -4.84 -2.77
C 3.60 1.25 1.11
H 3.71 3.39 1.61
H 0.32 -0.20 -2.21
H 4.33 3.14 4.84
F -3.53 -2.12 -4.92
C 4.32 2.67 0.98

=====

10
Properties=species:S:1:pos:R:3 method="wB97M-V/def2-TZVPD" homo_energy_ev="-5.585 / -9.791" s2=2.01 spin_multiplicity=3 largest_force_ha_per_bohr=0.1331 orbital_gap_ev="6.4251 / 7.2758" e_above_lowest_kj_mol=110.30 e_tot_ev=-82971.4639
C -1.96 1.02 -0.38
H 1.00 1.33 1.24
P 0.35 0.07 0.95
Br -3.28 -0.44 0.02
C 1.64 -1.01 -0.03
H -2.30 1.87 -0.88
H 1.13 -1.24 -0.93
H 1.46 -1.98 0.38
H 2.67 -0.62 -0.17
N -0.71 0.98 -0.19

=====

138
Properties=species:S:1:pos:R:3 method="wB97M-V/def2-TZVPD" homo_energy_ev=-10.226 total_charge=+1 largest_force_ha_per_bohr=0.0907 orbital_gap_ev=6.3487 e_tot_ev=-116924.6048
O 2.39 -0.82 2.45
C 5.14 -3.68 0.51
H 5.30 -1.36 -4.93
H -5.43 -4.04 -2.69
C 1.67 0.30 4.60
H -0.57 -4.89 3.47
H -0.26 0.77 2.47
H -4.45 -1.77 -2.87
Cl -0.76 -1.99 -5.80
C -6.06 -3.76 -0.65
C 3.92 -5.92 3.65
C 0.51 -1.22 -2.03
H 4.89 5.96 -3.55
C -3.64 4.76 0.99
C -4.30 4.31 -0.14
H -3.96 3.42 -0.65
H 0.76 -0.36 4.45
H 3.50 -6.88 6.87
C 1.31 3.34 0.52
N 5.99 -3.32 -0.53
H 4.08 2.90 -2.24
H 5.51 -8.21 6.33
C -2.79 -2.10 4.95
H 5.48 -6.61 2.35
H -1.71 -5.24 5.64
C 1.27 2.22 3.27
C -2.14 -1.90 3.74
C 0.40 1.64 2.25
H 2.80 4.79 1.39
H -0.94 4.18 -1.12
C 3.97 3.54 -3.16
C -5.18 6.59 1.17
C 5.62 -7.49 4.30
C -1.19 -4.10 3.89
H -0.25 1.70 0.16
C -6.11 -2.89 0.43
H 2.72 3.79 3.78
H 2.40 -2.68 3.43
H 2.21 -4.05 1.40
C -4.92 -2.08 -1.95
C -8.84 1.43 -4.00
H -1.61 -1.88 -1.86
H 2.27 4.68 -4.73
C -1.34 -2.90 3.21
H 5.45 -4.36 1.34
H -2.26 -0.96 3.21
C 2.11 3.37 2.94
H 0.80 -0.37 -2.71
O 1.30 1.69 4.57
H -3.15 -3.45 6.58
C -5.46 -3.36 -1.84
H 6.95 -3.66 -0.61
C -1.84 -4.30 5.10
C 2.82 -2.17 2.52
C 1.28 3.88 -0.98
S 7.85 -2.32 -3.16
H 5.01 3.84 -3.48
C 1.77 -2.21 -2.06
C 4.15 6.03 -2.71
C -0.79 -1.89 -2.64
H 0.05 5.63 -1.78
H 3.45 2.94 -3.95
H 2.47 -5.42 5.15
C -8.51 0.09 -3.80
H -6.69 6.70 -0.35
H 3.47 -0.87 4.21
C 2.50 -2.99 1.17
O -1.05 0.38 -4.19
C 5.33 -2.48 -1.41
C -2.64 -3.30 5.63
C -6.17 0.66 -3.92
C -4.97 -1.21 -0.87
H -0.84 -2.75 2.26
C -5.57 -1.61 0.32
C -7.84 2.38 -4.15
H 6.50 -8.08 4.06
P 6.04 -1.71 -2.97
C 3.83 -2.99 0.28
H -6.48 -4.76 -0.56
H -4.54 -0.22 -0.95
C 3.93 -6.82 5.88
H 2.69 -0.68 -0.74
H -3.42 -1.32 5.36
H -5.62 -0.93 1.16
O 5.98 -0.05 -2.81
C 3.10 4.82 -2.71
C 2.84 -0.12 3.64
H -6.58 -3.20 1.36
H 1.48 -3.07 -1.39
O 5.07 -2.07 -4.28
H -3.56 6.24 2.54
H 1.90 -2.62 -3.10
C 1.99 5.20 -3.77
O -2.90 -1.08 -3.99
H 2.47 5.74 -0.82
H 3.95 -2.23 2.62
H 3.49 -0.83 -2.35
C 1.11 2.60 -1.88
H 3.49 4.28 -0.63
C 0.44 2.20 0.88
H 3.49 -5.28 2.89
H 3.55 0.72 3.38
H 1.61 1.70 -1.45
C 2.13 3.93 1.58
H -5.13 0.35 -3.89
C -5.40 5.01 -0.63
S -1.44 -1.02 -4.11
H -9.29 -0.64 -3.68
C -6.50 1.99 -4.11
H 3.60 7.01 -2.87
H -5.72 2.73 -4.22
C -0.02 4.82 -1.01
H -5.52 7.48 1.69
C 3.01 -1.41 -1.52
N 4.05 -2.28 -0.91
C 3.36 -6.00 4.92
C 5.07 -7.57 5.57
C -4.08 5.90 1.65
C -5.84 6.15 0.03
H -8.09 3.42 -4.29
H -2.78 4.21 1.37
H 5.85 0.17 -1.87
H 0.96 4.83 -3.53
C 5.05 -6.67 3.35
H -0.04 5.34 -0.01
H 2.02 0.09 5.66
H -9.88 1.73 -4.04
C -7.18 -0.29 -3.76
H 0.35 -0.88 -0.98
H -6.92 -1.33 -3.60
H 1.65 -2.46 0.66
H -0.60 -2.96 -2.94
H 1.99 6.30 -4.04
C 2.61 4.69 -1.21
H -5.91 4.67 -1.52
H 4.72 6.11 -1.75
H 1.43 2.72 -2.94
H 0.00 2.37 -1.91

=====

45
Properties=species:S:1:pos:R:3 method="wB97M-V/def2-TZVPD" homo_energy_ev=-7.664 largest_force_ha_per_bohr=0.3225 orbital_gap_ev=7.2342 e_above_lowest_kj_mol=0.00 e_tot_ev=-41237.1203
H -2.50 -0.85 0.75
C 3.96 -3.67 -1.31
C -3.37 3.32 0.78
H 1.64 -2.72 0.18
H -0.32 1.59 2.59
H -1.30 6.74 0.73
N -0.52 -0.12 1.35
C -0.60 -2.37 0.87
N 4.50 -4.32 -2.34
H 1.14 0.94 1.62
N -1.24 2.10 -0.05
H 0.74 2.94 0.44
C -1.23 4.51 0.53
H 5.76 -3.59 -0.46
H -1.40 0.57 -1.00
H -2.44 0.45 1.88
N 4.74 -3.43 -0.16
H 0.60 1.43 -0.57
O 1.39 -1.25 1.54
H -3.01 1.07 -0.66
N 0.84 -3.88 -2.40
H -0.15 -3.35 1.15
C 2.67 -3.56 -1.46
N 2.79 -4.54 -3.74
C 0.50 -3.22 -1.53
N 1.67 -3.09 -0.79
H -0.27 4.71 0.04
C -2.11 0.20 0.83
H -3.69 2.37 0.90
C 2.11 -4.10 -2.59
S -1.08 -2.78 -0.99
C -3.69 4.62 1.29
H 4.53 -2.74 0.41
C -3.24 5.78 1.32
H -4.84 4.48 1.69
H -1.79 -2.57 1.47
C -1.93 1.04 -0.48
C -0.04 1.05 1.54
H 4.62 -5.37 -4.18
C 3.95 -4.75 -3.41
C 0.24 2.06 0.23
H -3.77 6.57 1.61
C -2.02 5.75 0.61
C 0.13 -1.34 1.36
C -1.98 3.32 0.41

=====

16
Properties=species:S:1:pos:R:3 method="wB97M-V/def2-TZVPD" homo_energy_ev=-8.662 largest_force_ha_per_bohr=0.1101 orbital_gap_ev=8.7040 e_above_lowest_kj_mol=207.73 e_tot_ev=-13392.4737
H -0.12 2.43 0.27
O -3.82 -0.15 0.13
C -2.60 -0.38 -0.16
C 1.54 -1.42 -0.21
H 1.69 -2.52 -0.13
C 1.86 0.79 0.04
H 2.50 1.61 0.29
O -2.02 -1.61 0.16
H 3.43 -0.58 0.42
H -1.00 -1.49 0.00
C -0.54 1.34 -0.02
N 2.50 -0.42 0.08
N 0.37 -0.83 -0.25
H -2.50 1.71 -0.36
C -1.84 0.96 -0.25
C 0.54 0.55 0.00